1.
Computed, not measured: 2 unconnected molecules or ions with the total composition H3NO2S2 at a distorted geometry, with the ωB97M-V functional and the def2-TZVPD basis.

Properties
Frontier orbital gap (alpha / beta) ... 4.584 / 4.669 eV
E ... -27299.41345 eV
E_HOMO (alpha / beta) ... -8.8 / -8.9 eV

Atoms and positions in Å:
S -0.61715 0.87656 0.93690
S -0.09122 -1.23959 -2.46658
O -0.00589 2.14502 0.55072
O -1.09449 0.03191 -0.19173
N 0.68053 -0.08028 1.48881
H 0.83038 -0.84772 0.86502
H 0.79520 -0.24932 2.44158
H -0.49737 -0.63659 -3.62473



2.
Computed, not measured: a molecular structure, H3NO3S at a distorted geometry, with the ωB97M-V functional and the def2-TZVPD basis.

Properties
Frontier orbital gap (alpha / beta) ... 7.137 / 9.182 eV
E ... -18509.99190 eV
E_HOMO (alpha / beta) ... -7.4 / -9.2 eV

Atoms and positions in Å:
S -0.24720 -1.02765 0.44864
O -1.83926 0.96800 -0.48033
O -1.07990 -1.11896 -0.75301
O -1.04999 1.07361 0.62492
N 1.21365 -0.70855 -0.04251
H 1.63080 -0.54716 -0.88280
H -0.65813 1.94375 0.49659
H 2.03003 -0.58304 0.58851



3.
Computed, not measured: a molecular structure, H3NO3S2 at a distorted geometry, with the ωB97M-V functional and the def2-TZVPD basis.

Properties
Frontier orbital gap (alpha / beta) ... 8.149 / 8.149 eV
E ... -29350.01920 eV
E_HOMO (alpha / beta) ... -9.3 / -9.3 eV

Atoms and positions in Å:
S -2.09053 -0.27143 -0.70424
S 0.41302 0.75212 -0.11990
O -1.84365 -1.39027 0.23107
O 0.02795 0.14122 1.31820
O -2.97902 0.73124 -0.10119
N 1.99417 0.00396 -0.44935
H 2.17317 0.32210 -1.45019
H -0.40384 -0.74858 1.07061
H 2.70873 0.45963 0.20499



4.
Computed, not measured: a molecular structure, H3NO5PS2 at a distorted geometry, with the ωB97M-V functional and the def2-TZVPD basis.

Properties
Frontier orbital gap (alpha / beta) ... 7.504 / 7.506 eV
E ... -42733.96052 eV
Total charge ... -1
E_HOMO (alpha / beta) ... -4.9 / -4.9 eV

Atoms and positions in Å:
S -1.30982 0.50911 -1.17288
S -0.10351 1.09920 0.50860
P 0.58749 -1.55077 0.20082
O -2.17298 1.65750 -1.23274
O 0.41709 2.44417 0.27518
O -0.90165 0.84028 1.68098
O -0.34514 0.39991 -2.22436
O -1.87697 -0.71001 -0.65654
N 1.75315 -0.33914 0.74469
H 0.19903 -1.65523 1.59223
H 1.52982 -2.48087 0.48944
H 2.22351 -0.21415 -0.20542



5.
Computed, not measured: a gas-phase ion, H3NOPS (charge -1) at a distorted geometry, with the ωB97M-V functional and the def2-TZVPD basis.

Properties
Frontier orbital gap (alpha / beta) ... 4.846 / 7.169 eV
E ... -23706.31223 eV
Multiplicity ... 3
Total charge ... -1
E_HOMO (alpha / beta) ... -0.6 / -3.2 eV

Atoms and positions in Å:
S -0.06543 1.26554 -0.81429
P 1.43981 0.26671 0.14581
O -1.67473 -0.63845 0.33024
N -1.25297 -0.40566 -0.79834
H 0.60879 -0.65917 0.75258
H 1.41144 1.15541 1.37643
H -0.46692 -0.98440 -0.99244



6.
Computed, not measured: 2 unconnected molecules or ions with the total composition H3O2PS at a distorted geometry, with the ωB97M-V functional and the def2-TZVPD basis.

Properties
Frontier orbital gap (alpha / beta) ... 7.361 / 8.101 eV
E ... -24265.39774 eV
E_HOMO (alpha / beta) ... -9.6 / -9.1 eV

Atoms and positions in Å:
S 2.48736 -0.19207 -0.26725
P 0.51711 -0.31337 -0.06003
O -0.19318 1.19893 0.18142
O -0.13063 -0.62130 -1.49169
H -1.03686 -0.22008 -1.65162
H -1.02144 -1.19643 2.24512
H -0.62237 1.34432 1.04405



Which of these has the highest E? H3NO3S



Which formula does entry 3 have? H3NO3S2



Look up the E of the second one. -18509.99190 eV